Computed, not measured: 2 unconnected molecules or ions with the total composition C3H5NO2, with the ωB97M-V functional and the def2-TZVPD basis.

Properties
Frontier orbital gap = 10.814 eV
ΔE to the lowest compared entry with this formula, charge and spin = 271.40 kJ/mol
HOMO = -10.89 eV
F_max = 0.02144 hartree/bohr

```
11
Properties=species:S:1:pos:R:3:nbo_charge:R:1
N 1.564 2.206 0.063 -0.277
C 1.217 1.111 -0.068 0.250
C 0.688 -0.256 -0.164 -0.102
O 1.465 -1.022 -1.042 -0.670
C -0.781 -0.254 -0.629 0.436
O -1.276 -1.308 -0.948 -0.503
H 0.696 -0.681 0.856 0.226
H 0.925 -1.805 -1.239 0.491
H -1.324 0.712 -0.664 0.146
H -1.789 0.335 1.927 0.002
H -1.385 0.961 1.908 0.001
```

=====

Computed, not measured: C3H5NOS in the gas phase, with the ωB97M-V functional and the def2-TZVPD basis.

Properties
Frontier orbital gap = 10.622 eV
ΔE to the lowest compared entry with this formula, charge and spin = 252.38 kJ/mol
HOMO = -10.26 eV
F_max = 0.06969 hartree/bohr

```
11
Properties=species:S:1:pos:R:3:nbo_charge:R:1
C 1.968 1.244 0.242 -0.046
C -1.476 -0.574 -0.514 -0.610
C -0.298 0.007 0.350 -0.579
N 2.481 2.225 0.526 -0.255
O 2.027 -1.390 0.150 -0.910
S 1.349 -0.225 -0.498 1.268
H -1.388 -0.100 -1.468 0.208
H -1.503 -1.612 -0.603 0.220
H -2.366 -0.141 0.009 0.224
H -0.297 -0.542 1.252 0.240
H -0.497 1.108 0.555 0.240
```

=====

Computed, not measured: a molecular structure, C26H48GdO2P2, with the ωB97M-V functional and the def2-TZVPD basis.

Properties
Charge = +1
Spin multiplicity = 8
Frontier orbital gap (alpha / beta) = 6.255 / 5.133 eV
Expectation value of S² = 16.140
HOMO (alpha / beta) = -9.37 / -8.58 eV
F_max = 0.07569 hartree/bohr

```
79
Properties=species:S:1:pos:R:3:lowdin_spin:R:1
Gd -0.820 0.756 -0.122 6.164
C -0.506 3.027 0.623 -0.001
C 0.880 2.414 0.702 -0.018
C 0.022 2.427 -1.554 -0.007
C -0.960 3.057 -0.696 -0.007
C 1.087 1.995 -0.747 0.002
C -1.311 3.459 1.803 -0.001
H -0.671 3.628 2.672 0.000
H -2.086 2.718 2.089 -0.001
H -1.837 4.401 1.603 0.000
C -2.351 3.397 -1.115 -0.002
H -2.764 4.189 -0.491 -0.001
H -3.051 2.539 -1.047 0.000
H -2.350 3.741 -2.154 0.000
C -0.320 1.900 -2.904 0.002
H -1.090 2.503 -3.391 0.000
H -0.727 0.864 -2.854 0.004
H 0.554 1.854 -3.553 -0.001
C 2.257 1.198 -1.171 0.003
H 3.148 1.517 -0.618 0.000
H 2.462 1.305 -2.243 0.000
H 2.138 0.120 -0.969 0.003
C 1.978 3.296 1.332 0.003
H 2.234 4.111 0.657 0.000
H 2.857 2.682 1.541 0.000
H 1.588 3.707 2.260 0.000
C 0.406 -3.135 2.496 -0.002
C 0.959 -2.328 3.391 0.007
C 2.426 -2.547 3.788 0.072
C 3.378 -2.020 2.780 0.443
C 3.198 -1.803 1.414 0.029
C 2.638 -2.548 0.384 0.283
C 1.725 -3.702 0.372 0.049
C 1.170 -4.192 1.726 0.001
H 2.658 -3.610 4.000 0.027
H 4.357 -1.736 3.195 0.019
H 2.596 -2.001 4.729 0.009
H 1.991 -4.613 2.321 0.001
H -0.640 -2.998 2.182 0.000
H 0.419 -1.570 3.972 0.000
H 0.454 -5.000 1.499 0.000
H 0.868 -3.481 -0.286 0.013
H 2.943 -2.228 -0.615 0.014
H 2.245 -4.544 -0.118 0.012
H 4.151 0.189 2.489 0.005
H 3.786 -0.976 0.996 0.000
P -4.559 0.183 1.117 0.007
C -5.971 1.388 1.279 0.001
H -6.826 0.944 1.817 0.000
H -6.291 1.714 0.279 0.000
H -5.621 2.276 1.821 0.000
C -5.579 -1.147 0.325 0.000
H -6.467 -1.393 0.928 0.000
H -4.955 -2.040 0.208 0.000
H -5.888 -0.820 -0.676 0.000
C -4.700 -0.480 2.839 0.000
H -5.743 -0.725 3.093 0.000
H -4.312 0.267 3.541 0.000
H -4.076 -1.378 2.920 0.000
P -0.116 -1.078 -4.643 0.001
C 1.313 -0.542 -5.701 0.000
H 1.376 -1.142 -6.623 0.000
H 2.238 -0.658 -5.120 0.000
H 1.203 0.523 -5.951 0.000
C 0.178 -2.893 -4.802 0.000
H 0.235 -3.197 -5.858 0.000
H -0.646 -3.419 -4.304 0.000
H 1.109 -3.150 -4.281 0.000
C -1.402 -0.955 -5.973 0.000
H -1.144 -1.579 -6.842 0.000
H -1.511 0.096 -6.274 0.000
H -2.360 -1.282 -5.550 0.000
C 5.267 1.327 3.633 0.000
O 4.520 1.088 2.447 0.008
C 0.792 1.089 1.603 -0.080
O 1.452 0.823 2.554 -0.063
H 4.634 1.838 4.362 0.000
H 6.120 1.961 3.377 0.000
H 5.640 0.403 4.091 0.000
```

=====

> Among the records above, which one has the lowest F_max?

C3H5NO2